{"formula": "CH2O3S2", "method": "the ωB97M-V functional and the def2-TZVPD basis", "max_force_ev_per_a": 3.27, "total_energy_ha": -1061.33434, "orbital_gap_ev": 9.85, "mol_weight_g_mol": 126.16, "de_lowest_ev": 1.069, "symbols": ["H", "S", "C", "O", "H", "O", "O", "S"], "positions_angstrom": [[-0.9741, -0.0754, -0.2883], [-1.8054, -2.7107, 0.2907], [0.0528, -0.3704, -0.6948], [-1.1256, -2.0754, 1.3830], [1.7560, 1.7376, -0.3239], [-3.1109, -2.1730, 0.0024], [-0.0595, -1.4806, -1.1153], [1.3761, 0.7320, -1.4276]], "forces_ev_per_a": [[1.765, 1.294, 0.715], [-0.779, 0.343, 0.536], [-1.960, 1.055, -1.137], [0.132, -0.300, 0.047], [-1.225, -2.204, -2.077], [0.467, -0.297, -0.284], [1.525, -0.953, -0.634], [0.075, 1.062, 2.835]], "nbo_charge": [0.18, 1.69, 0.29, -0.87, 0.18, -0.85, -0.55, -0.08]}